1.
Below is a 6-piece molecular cluster, C30H72N4O2 overall in a non-equilibrium geometry, with properties calculated with ωB97M-V/def2-TZVPD.

Structure (XYZ):
```
108
Properties=species:S:1:pos:R:3:forces:R:3
C -0.21963 0.60959 -0.82804 0.0 1.6 0.6
C -0.20708 -0.80372 -0.42969 -0.6 -2.0 -0.4
N -1.44821 -1.40583 0.04384 -0.2 1.7 0.2
C -1.25839 -2.70617 0.63604 -1.6 0.2 0.1
C -0.16650 -2.77107 1.70239 -1.1 -0.5 -1.3
C -2.56089 -1.36999 -0.94252 0.2 -0.3 1.4
C -3.95548 -1.24082 -0.24158 0.6 0.9 0.7
H 0.82429 0.89095 -0.68961 0.0 0.6 -0.6
H -0.78823 1.19765 -0.10763 -0.1 0.1 0.1
H -0.58964 0.88880 -1.81456 0.2 -0.3 -0.1
H 0.09795 -1.38812 -1.29776 0.7 -0.3 -0.4
H 0.55338 -0.91754 0.34285 -0.2 -0.1 -0.1
H -2.25510 -2.89285 1.03578 0.1 -0.4 0.7
H -1.19820 -3.47752 -0.13175 0.7 -0.4 -0.4
H -0.39797 -1.97150 2.40610 0.7 -0.1 0.1
H -0.23352 -3.76038 2.15503 0.2 0.2 0.3
H 0.75765 -2.70482 1.12824 0.4 0.2 0.8
H -2.44756 -2.29736 -1.50397 -0.5 -0.2 -0.5
H -2.38820 -0.53156 -1.61730 -0.2 0.0 0.1
H -4.17149 -1.93334 0.57197 0.1 -0.9 -0.6
H -4.83513 -1.08219 -0.86541 0.2 -0.5 -0.4
H -3.96132 -0.35495 0.39348 0.5 0.6 -0.3
C 9.46339 -9.93554 5.79957 -0.9 0.2 -0.7
C 7.98285 -9.56584 6.14101 0.1 0.3 0.1
N 6.91595 -10.50520 5.75699 2.0 0.0 0.7
C 7.20035 -11.83304 6.35089 -1.6 0.8 -0.2
C 5.86379 -12.57638 6.44431 -0.3 -1.0 -0.2
C 6.67576 -10.53225 4.30806 -1.3 -0.4 0.7
C 5.27450 -9.88236 4.09169 1.7 -0.6 -0.8
H 9.50124 -10.04613 4.71586 0.3 -0.2 -0.1
H 9.82576 -10.86206 6.24491 -0.3 0.0 0.1
H 10.17416 -9.15052 6.05775 -0.2 0.1 0.1
H 7.92230 -9.34157 7.20597 -0.2 -0.3 0.2
H 7.66116 -8.63019 5.68365 0.6 0.3 -0.3
H 7.93500 -12.33207 5.71894 0.1 -0.5 0.2
H 7.59359 -11.67135 7.35455 0.2 0.0 -0.1
H 4.98990 -11.98125 6.70936 0.4 0.6 0.0
H 5.60968 -13.04809 5.49511 0.0 0.0 -0.2
H 5.80778 -13.39351 7.16352 0.6 -0.1 0.1
H 6.71951 -11.57259 3.98574 -0.3 -0.1 -0.2
H 7.42296 -10.04274 3.68342 0.2 0.4 0.3
H 5.10860 -9.89207 3.01444 -0.4 0.3 -0.1
H 5.42491 -8.86233 4.44526 -0.7 0.0 0.0
H 4.48955 -10.44235 4.59998 0.1 0.3 0.1
C 4.38341 10.53607 5.28777 1.1 0.1 -1.2
C 4.01065 10.21619 3.77400 -0.2 0.3 1.5
N 4.65365 9.03701 3.17817 -0.1 0.7 0.6
C 4.57862 7.85376 4.06089 2.0 -1.0 -1.4
C 5.50103 6.73171 3.50306 0.0 -0.3 -0.4
C 4.12057 8.79728 1.79810 0.2 1.2 0.8
C 3.91794 10.05564 0.80702 0.4 -1.8 0.2
H 4.08730 11.52508 5.63741 -0.6 0.0 -0.4
H 5.46543 10.60430 5.40036 0.2 -0.4 0.0
H 4.00223 9.80587 6.00162 -0.1 -0.1 -0.3
H 2.92657 10.17018 3.87769 -0.7 -0.7 -0.6
H 4.15198 11.04628 3.08183 0.5 0.2 0.4
H 5.11211 7.99576 5.00075 -0.9 0.9 0.3
H 3.58737 7.41583 4.17809 -0.4 0.3 0.2
H 6.56189 6.89208 3.69533 0.0 0.7 -0.2
H 5.36271 5.76009 3.97732 -0.6 0.0 0.1
H 5.36104 6.58961 2.43146 0.1 -0.2 0.1
H 3.16469 8.31129 1.99357 -0.6 0.0 -0.6
H 4.75163 8.04632 1.32278 0.0 0.3 -0.2
H 3.18501 10.80886 1.09611 -0.1 -0.4 0.1
H 3.62493 9.53334 -0.10372 -0.7 0.2 -0.1
H 4.78160 10.58744 0.40780 0.6 -0.1 0.9
C -2.48079 6.30690 -8.74472 -0.6 -0.7 0.2
C -3.37798 5.27175 -9.45428 0.9 -0.3 0.0
N -4.24030 4.45914 -8.62079 0.3 1.3 0.5
C -5.28543 5.29239 -7.99096 1.2 -0.7 -0.6
C -5.82906 4.60333 -6.81603 -1.7 -1.4 1.5
C -4.75461 3.30498 -9.30993 0.1 -0.7 -1.0
C -5.72257 3.51828 -10.51542 0.4 0.0 0.1
H -1.91211 6.78181 -9.54419 0.2 0.3 0.4
H -1.83610 5.80014 -8.02661 0.3 -0.2 -0.3
H -3.00247 7.02768 -8.11510 -0.2 0.3 -0.5
H -3.90081 5.72782 -10.29497 -0.3 0.4 -0.1
H -2.67456 4.57549 -9.91091 0.1 -0.1 -0.2
H -6.01773 5.50025 -8.77112 -0.4 0.6 0.3
H -4.84345 6.18531 -7.54888 0.1 0.3 -0.8
H -5.08570 4.23735 -6.10781 0.4 0.5 -0.1
H -6.40330 3.69872 -7.01614 -0.1 -0.1 -0.5
H -6.54956 5.21620 -6.27439 0.1 0.3 0.1
H -3.91578 2.73418 -9.70822 0.4 0.2 0.0
H -5.14352 2.61083 -8.56494 -0.6 0.1 -0.1
H -5.80495 2.63267 -11.14550 -0.6 -0.7 0.8
H -6.67798 3.91365 -10.17048 -0.2 -0.3 -0.4
H -5.34789 4.13964 -11.32882 0.4 0.9 0.6
C -3.70013 2.82990 4.92202 -0.6 0.7 0.5
C -5.10013 3.48341 4.93227 -2.3 -0.8 2.6
C -5.53856 4.34614 3.74562 0.4 -1.2 0.4
O -5.88908 3.27978 5.89686 2.6 0.6 -2.9
H -3.39709 2.42661 3.95578 -0.2 -0.1 0.1
H -3.63725 2.11055 5.73853 -0.2 -0.2 -0.3
H -2.95356 3.57668 5.19230 0.0 0.4 -0.2
H -6.62106 4.34797 3.61799 0.1 0.2 0.4
H -5.13167 3.80846 2.88920 0.2 0.6 -0.4
H -5.14199 5.35418 3.86683 0.1 -0.1 -0.3
C -6.59781 -8.08042 -3.79015 -2.2 0.1 0.5
C -7.73435 -7.43852 -4.63578 0.7 -1.8 -1.8
C -7.99699 -5.98592 -4.43577 -0.8 0.2 0.1
O -8.24673 -8.13918 -5.52264 0.6 1.8 1.9
H -7.06231 -9.02412 -3.50420 0.7 -0.7 -0.7
H -6.51839 -7.66304 -2.78636 0.6 0.8 -0.3
H -5.68640 -8.11368 -4.38710 -0.1 -0.3 0.4
H -7.06129 -5.43181 -4.36158 0.0 0.0 -0.1
H -8.51534 -5.84564 -3.48722 0.1 -0.1 0.3
H -8.66897 -5.57766 -5.19066 0.3 -0.1 -0.2
```
Forces are in eV/Å.

Results
SMILES: CCN(CC)CC.CCN(CC)CC.CCN(CC)CC.CCN(CC)CC.CC(C)=O.CC(C)=O
LUMO energy (eV): 0.55
Energy relative to the best compared isomer or geometry (same formula, charge and spin) (kJ/mol): 326.5

***

2.
Below is C6H12AlBr6CrN4O12 as an isolated structure in a non-equilibrium geometry, with properties calculated with ωB97M-V/def2-TZVPD.

Structure (XYZ):
```
42
Properties=species:S:1:pos:R:3:forces:R:3
Cr 0.76526 -1.54669 2.79182 8.0 -12.6 11.8
Al -0.08370 2.92592 1.94357 -0.2 -1.9 -0.2
N -0.81324 0.38285 3.76533 1.3 5.8 5.9
O -0.62636 0.59815 4.95189 -0.5 -0.9 -0.3
O -1.18766 1.29484 3.04679 -2.3 1.4 0.1
O -0.40065 -0.65771 3.31226 -12.7 1.4 7.4
N -0.14000 -0.13898 0.74321 0.4 4.4 0.2
O -0.36074 0.98495 1.14087 -1.1 -3.8 -1.4
O -0.05501 -0.44660 -0.38299 0.7 -0.9 -0.8
O 0.06162 -1.06897 1.54742 -6.2 1.9 -16.8
N -0.14329 -3.46690 2.78479 -5.2 -12.3 -3.4
O -0.70705 -4.53151 2.58706 1.4 2.4 0.6
O -0.12500 -2.83674 3.75319 -0.7 2.0 9.8
O 0.41830 -2.83898 1.91307 2.5 -9.6 -9.7
N 2.13973 0.73257 2.43860 3.4 4.3 -0.1
O 1.37758 -0.19592 2.81458 11.2 13.2 1.8
O 3.23470 0.85685 2.85747 0.3 -1.0 0.8
O 1.63005 1.53131 1.66060 0.7 0.8 1.7
Br 0.67130 2.62935 -0.38404 1.4 3.0 -4.0
C 1.68881 1.36115 -1.52039 2.6 -1.2 0.9
C 3.18247 1.67342 -1.54272 0.0 1.2 0.9
Br 3.89355 1.95900 0.36057 0.8 0.0 -2.6
H 1.18837 1.49089 -2.47999 0.4 0.4 0.4
H 1.52182 0.33988 -1.17801 0.1 0.6 0.1
H 3.32828 2.59706 -2.10282 0.3 0.1 0.4
H 3.86452 0.93509 -1.96434 -0.6 -0.3 0.1
Br -2.20125 2.43348 0.15343 -3.5 1.8 -0.3
C -3.02707 1.08217 -1.06634 -0.3 -1.5 0.4
C -2.58762 -0.31783 -0.58557 -0.3 0.3 -0.8
Br -4.03379 -1.62341 -0.87845 0.8 0.6 0.1
H -2.72039 1.31925 -2.08509 0.3 0.1 0.3
H -4.11549 1.13221 -1.03604 0.1 0.8 0.6
H -2.25514 -0.35868 0.45168 -1.0 0.0 0.0
H -1.71300 -0.55157 -1.19262 -1.4 -0.7 0.5
Br 0.55181 -3.05210 -2.64240 -0.2 -0.1 0.1
C 0.17191 -1.53500 -3.77848 -0.5 1.5 0.8
C -0.63574 -0.46735 -2.94267 0.7 -0.2 -1.5
Br -0.45961 1.40511 -3.68025 -1.3 -0.9 -1.0
H -0.43460 -1.85905 -4.62419 0.3 0.0 0.1
H 1.14966 -1.15205 -4.07082 -0.3 0.0 -0.2
H -0.31616 -0.30539 -1.91324 0.1 -0.3 -2.2
H -1.69719 -0.71407 -2.96675 0.1 0.1 -0.4
```
Forces are in eV/Å.

Results
Expectation value of S²: 3.77
2S+1: 4
LUMO energy (spin up / spin down) (eV): -9.34 / -10.69
Charge: +2

***

3.
Below is one molecule with the formula C8H11N3O in a non-equilibrium geometry, with properties calculated with ωB97M-V/def2-TZVPD.

Structure (XYZ):
```
23
Properties=species:S:1:pos:R:3:forces:R:3
C -0.67930 2.40910 0.41046 2.4 0.4 3.0
N -0.00631 1.16473 0.74327 0.7 -2.4 -2.1
C 0.23563 0.60009 2.07832 -0.6 1.5 -0.8
C -0.19801 -0.86522 1.98021 -1.9 -0.8 3.1
N -0.09032 -1.21563 0.62905 0.0 4.3 -4.1
C 0.00745 0.07807 -0.15115 0.7 -2.1 -0.3
C 0.25888 0.02006 -1.53736 -1.7 2.2 2.7
N 0.35992 1.23847 -2.28194 -0.2 -4.5 -4.1
C 0.11798 -1.21897 -2.16989 1.4 -1.4 2.4
C 0.24133 -2.38360 -1.43310 -1.5 4.0 0.7
C 0.05562 -2.43463 0.00723 1.1 -0.1 0.3
O 0.13560 -3.45973 0.66991 -0.3 -0.4 0.3
H -0.78844 2.91586 1.43947 0.6 0.0 -1.8
H -0.10183 2.97370 -0.35963 -0.8 0.0 0.9
H -1.65051 2.19168 0.18451 -2.7 -0.2 -1.5
H -0.35785 1.33090 2.68300 0.8 -1.3 0.6
H 1.31691 0.62465 2.21242 0.0 0.3 0.7
H 0.42989 -1.53731 2.55306 0.3 0.1 0.3
H -1.24539 -1.04529 2.45843 1.3 0.4 -1.2
H 0.87722 1.08149 -3.21313 -1.0 0.8 2.3
H 0.59161 2.00691 -1.79316 1.3 2.9 1.6
H 0.16674 -1.21248 -3.21083 0.1 -0.3 -1.7
H 0.32318 -3.26286 -1.89913 0.2 -3.3 -1.6
```
Forces are in eV/Å.

Results
SMILES: CN1CCn2c1c(N)ccc2=O
LUMO energy (eV): 0.63
Energy relative to the best compared isomer or geometry (same formula, charge and spin) (kJ/mol): 112.8

***

4.
Below is C27H35IN4P2Ti as an isolated structure in a non-equilibrium geometry, with properties calculated with ωB97M-V/def2-TZVPD.

Structure (XYZ):
```
70
Properties=species:S:1:pos:R:3:forces:R:3
Ti -1.28061 -0.12907 1.40137 -0.7 -0.2 1.5
C 1.67764 -3.46351 -1.35252 1.4 -0.1 0.4
C 2.37529 -2.46875 -0.76847 0.9 -1.9 -1.0
C 2.99997 -1.32688 -1.49722 -0.1 0.2 -0.4
C 2.16238 -0.77297 -2.67170 0.6 0.2 -0.9
C 0.70191 -0.57344 -2.37803 -0.5 0.3 -0.8
C -0.23845 -1.50509 -2.13315 0.1 0.8 -1.1
C -0.20891 -2.83010 -2.81258 0.3 -1.2 0.5
C 1.17402 -3.51379 -2.75090 -0.3 -0.3 -0.5
C -3.33561 0.48471 1.29848 0.0 -0.4 -0.3
H 1.50860 -4.40529 -0.82087 -0.1 0.7 0.1
H 2.82484 -2.66601 0.20806 -0.3 0.0 -0.3
H 3.95868 -1.67792 -1.92265 -0.2 0.2 0.3
H 3.25724 -0.52035 -0.79577 -0.1 -0.1 -0.1
H 2.58806 0.21511 -2.92770 -0.1 -0.4 0.0
H 2.34886 -1.40150 -3.56034 -0.1 0.5 0.4
H 0.39715 0.45038 -2.62791 -0.1 -0.3 1.3
H -1.18309 -1.24902 -1.65852 0.1 0.2 -0.6
H -0.48328 -2.70687 -3.87774 -0.1 0.1 0.5
H -0.94550 -3.50235 -2.34926 0.1 0.1 -0.1
H 1.02979 -4.56610 -3.04270 0.2 0.3 0.0
H 1.86765 -3.07099 -3.47728 -0.3 -0.3 0.3
H -3.81294 -0.37642 1.80564 -0.1 0.3 -0.3
H -3.80265 0.67239 0.32298 -0.1 0.0 0.4
H -3.48424 1.35606 1.96056 0.1 -0.2 -0.3
P -0.80972 1.57755 -0.23906 -1.0 1.0 -1.6
P 0.61826 1.89339 2.57751 -0.2 -0.3 0.5
N -1.66089 1.35680 -1.79951 0.5 -0.2 0.1
N -1.04785 3.28524 -0.11034 -0.5 0.2 -0.2
N -0.59539 -1.93228 1.01964 0.1 0.2 0.5
N 1.55301 1.10054 3.79616 -0.4 -0.1 0.6
C 1.02269 1.44680 -0.21750 0.9 0.3 -0.9
C 1.73628 1.71380 1.14510 0.3 0.0 -0.3
C -2.81780 0.57502 -2.00488 0.1 0.7 -0.9
C -3.35831 0.88118 -3.24494 1.0 -0.1 1.1
C -2.47434 1.81968 -3.87386 0.7 -0.2 1.4
C -1.44960 2.08231 -2.97127 -0.9 -0.3 -0.6
C -2.31457 3.88980 -0.16723 0.6 0.6 0.3
C -2.16079 5.24825 0.02933 0.3 -1.0 -0.1
C -0.76259 5.50195 0.19697 0.1 -1.1 -0.2
C -0.10857 4.29310 0.07523 -0.3 0.4 0.2
C -1.60677 -2.86933 1.02658 0.5 -0.9 -0.2
C -1.04191 -4.13836 1.13147 -0.8 1.1 -0.2
C 0.34942 -3.94601 1.27335 1.0 0.0 0.3
C 0.59886 -2.58354 1.22402 -1.4 -0.5 0.7
C 2.30697 -0.08547 3.77483 0.2 0.2 1.3
C 2.52240 -0.49754 5.08596 -0.6 0.9 -1.2
C 1.82332 0.42173 5.94620 -0.3 0.5 -1.2
C 1.20503 1.35775 5.13409 1.2 -0.9 0.1
H 1.41433 2.11778 -0.99609 0.2 -0.2 0.1
H 1.30170 0.43147 -0.54472 -0.5 0.4 0.2
H 2.41725 0.88539 1.41054 -0.1 0.4 -0.6
H 2.33184 2.64464 1.04922 -0.1 -0.5 0.2
H -3.09008 -0.19064 -1.30872 -0.2 0.1 0.3
H -4.26408 0.45172 -3.64825 0.2 0.0 0.0
H -2.58297 2.20147 -4.86909 0.1 0.2 -0.1
H -0.55113 2.65992 -3.09136 0.0 0.3 0.0
H -3.19245 3.30396 -0.38636 0.0 0.0 0.1
H -2.95501 5.97824 0.04688 0.0 -0.1 0.0
H -0.29314 6.44819 0.38808 0.1 0.1 -0.1
H 0.93942 4.04610 0.09317 0.0 0.2 0.1
H -2.64409 -2.55509 1.07530 0.0 -0.1 -0.3
H -1.62192 -5.04266 1.07279 0.2 -0.2 0.2
H 1.11799 -4.72908 1.32859 -0.5 0.4 0.2
H 1.48687 -1.99934 1.39846 -0.2 -0.2 0.0
H 2.65514 -0.50831 2.84496 0.0 0.0 0.2
H 3.10697 -1.35020 5.39196 -0.1 0.0 -0.1
H 1.77817 0.39321 7.02085 0.0 0.0 0.0
H 0.55938 2.18309 5.37809 0.0 0.1 0.0
I -1.53814 -0.21447 3.96604 -0.2 -0.3 1.1
```
Forces are in eV/Å.

Results
Expectation value of S²: 2.01
2S+1: 3
LUMO energy (spin up / spin down) (eV): -0.54 / -2.18

***

5.
Below is a 3-piece molecular cluster, C2H12NO2S overall in a non-equilibrium geometry, with properties calculated with ωB97M-V/def2-TZVPD.

Structure (XYZ):
```
18
Properties=species:S:1:pos:R:3:forces:R:3
C -0.97661 1.00857 -1.38791 0.1 -0.6 -0.1
C -1.88296 2.24012 -1.29111 0.4 0.5 -0.4
S -2.85609 2.38366 0.23847 0.1 -0.1 0.0
N -1.12791 0.08087 -0.17894 0.5 0.9 -0.6
H 0.08815 1.22902 -1.45507 -0.1 0.3 0.2
H -1.18462 0.42659 -2.28957 -0.3 0.0 0.3
H -2.52550 2.26761 -2.16597 -0.3 -0.2 0.1
H -1.27271 3.12918 -1.36780 0.3 0.1 0.0
H -3.79354 3.13564 -0.33663 -0.3 0.0 0.1
H -2.03930 0.26524 0.25602 -0.3 -0.4 0.0
H -0.42330 0.36351 0.50115 0.1 -0.4 0.2
H -0.99308 -0.88712 -0.45697 -0.1 -0.2 0.3
H 3.97879 -0.60615 2.06750 -0.1 0.1 0.0
H 4.58536 -1.06351 0.77440 -0.2 0.1 -0.2
O 3.79365 -0.63111 1.12136 0.2 -0.3 0.2
H 2.19259 -3.99267 1.35348 0.1 -0.1 -0.1
H 2.44198 -4.58452 2.72517 0.0 -0.1 0.1
O 1.99512 -4.76493 1.89241 0.0 0.2 0.0
```
Forces are in eV/Å.

Results
LUMO energy (eV): -3.68
Charge: +1
Energy relative to the best compared isomer or geometry (same formula, charge and spin) (kJ/mol): 128.1

***

Number 1: E_tot -1555.54249 Eh. Number 2: E_tot -18086.77348 Eh. Number 3: E_tot -550.88256 Eh. Number 4: E_tot -3098.53842 Eh. Number 5: E_tot -686.54714 Eh.